Here is a molecular structure, C17H56AlClFN20O13S from the Open Molecules 2025 dataset. Energies are from wB97M-V/def2-TZVPD.

Calculated values
LUMO ... 0.041 Ha
Net charge ... -1
HOMO-LUMO gap ... 6.68 eV
2S+1 ... 1
ΔE to the lowest compared entry with this formula, charge and spin ... 0.000 eV

Each line ends with the Löwdin charge.
CARTESIAN COORDINATES (ANGSTROEM)
C  11.556  3.348  0.454  -0.119
C  11.360  2.078  -0.419  -0.224
C  9.944  1.922  -1.059  -0.361
O  9.065  2.993  -0.774  -0.278
Al  7.453  2.537  -1.584  0.220
F  6.878  0.901  -1.011  -0.311
C  5.944  3.828  -1.179  -0.233
C  4.663  3.235  -1.871  -0.305
C  3.340  3.788  -1.297  -0.269
C  3.070  3.354  0.163  -0.229
S  2.241  1.729  0.341  0.449
O  3.185  0.824  1.040  -0.391
O  1.001  1.852  1.138  -0.403
Cl  1.869  0.873  -1.516  0.402
H  12.130  3.040  1.350  0.055
H  12.205  4.053  -0.081  0.058
H  10.627  3.789  0.825  0.059
H  11.559  1.166  0.168  0.088
H  12.105  2.077  -1.233  0.089
H  9.494  0.973  -0.708  0.093
H  10.037  1.845  -2.164  0.083
H  7.742  2.462  -3.153  -0.041
H  5.768  4.004  -0.100  0.036
H  6.146  4.806  -1.659  0.046
H  4.706  3.443  -2.951  0.105
H  4.727  2.136  -1.769  0.072
H  3.321  4.889  -1.329  0.117
H  2.526  3.475  -1.978  0.075
H  4.026  3.335  0.700  0.099
H  2.384  4.078  0.624  0.104
C  -1.776  2.771  3.936  -0.676
O  -2.924  3.198  3.882  0.003
N  -0.980  2.952  5.028  0.153
N  -1.202  2.084  2.920  0.169
H  -0.039  2.613  5.095  0.102
H  -1.371  3.452  5.802  0.091
H  -1.759  1.935  2.098  0.104
H  -0.265  1.725  2.941  0.075
C  -4.449  -0.751  1.851  -0.657
O  -5.591  -0.306  1.907  0.003
N  -4.141  -1.882  1.168  0.164
N  -3.382  -0.159  2.459  0.156
H  -3.214  -2.254  1.108  0.086
H  -4.884  -2.363  0.697  0.074
H  -3.556  0.687  2.975  0.082
H  -2.449  -0.520  2.421  0.089
C  -4.684  5.154  0.781  -0.690
O  -3.530  5.245  0.384  0.010
N  -4.992  4.761  2.047  0.160
N  -5.755  5.440  -0.018  0.141
H  -5.928  4.680  2.393  0.092
H  -4.224  4.540  2.660  0.062
H  -5.560  5.732  -0.956  0.097
H  -6.707  5.372  0.283  0.087
C  -5.247  -5.375  -0.388  -0.652
O  -4.680  -4.432  0.156  0.012
N  -4.577  -6.469  -0.859  0.158
N  -6.594  -5.400  -0.563  0.172
H  -5.025  -7.247  -1.301  0.096
H  -3.580  -6.484  -0.746  0.091
H  -7.118  -4.609  -0.226  0.115
H  -7.085  -6.154  -1.002  0.097
C  4.573  -3.087  -1.596  -0.693
O  4.941  -4.197  -1.962  -0.001
N  4.818  -2.608  -0.344  0.163
N  3.885  -2.238  -2.410  0.164
H  4.532  -1.699  -0.027  0.089
H  5.326  -3.203  0.280  0.099
H  3.688  -2.550  -3.343  0.090
H  3.575  -1.329  -2.122  0.048
C  -0.676  -4.444  -1.263  -0.661
O  -1.327  -4.153  -2.262  0.001
N  -1.276  -4.766  -0.083  0.163
N  0.682  -4.467  -1.254  0.184
H  -0.772  -5.005  0.750  0.099
H  -2.284  -4.753  -0.059  0.062
H  1.150  -4.232  -2.106  0.062
H  1.232  -4.702  -0.450  0.107
C  1.275  -3.496  -5.690  -0.679
O  2.414  -3.321  -6.091  0.026
N  0.999  -3.943  -4.431  0.157
N  0.181  -3.258  -6.469  0.156
H  0.064  -4.093  -4.078  0.067
H  1.783  -4.128  -3.837  0.076
H  0.346  -2.928  -7.401  0.104
H  -0.760  -3.396  -6.161  0.068
C  -8.551  -2.401  3.368  -0.690
O  -8.984  -2.484  2.226  0.005
N  -7.522  -1.580  3.709  0.160
N  -9.073  -3.138  4.397  0.134
H  -7.158  -1.508  4.638  0.091
H  -7.106  -1.016  2.977  0.063
H  -9.832  -3.754  4.180  0.093
H  -8.739  -3.092  5.340  0.084
C  -1.499  7.480  5.270  -0.688
O  -1.499  8.619  4.831  0.019
N  -1.336  7.213  6.602  0.140
N  -1.660  6.385  4.477  0.169
H  -1.333  6.290  6.989  0.081
H  -1.215  7.997  7.214  0.097
H  -1.783  6.544  3.493  0.111
H  -1.662  5.444  4.822  0.052
C  -4.344  -5.242  -5.490  -0.687
O  -4.798  -5.295  -6.623  0.018
N  -3.316  -4.419  -5.145  0.162
N  -4.832  -6.007  -4.469  0.148
H  -2.929  -4.361  -4.216  0.074
H  -2.935  -3.840  -5.865  0.087
H  -5.590  -6.625  -4.684  0.097
H  -4.475  -5.977  -3.532  0.067